{
  "formula": "C4H7NO2",
  "method": "ωB97M-V/def2-TZVPD",
  "symbols": ["O", "C", "C", "O", "C", "N", "C", "H", "H", "H", "H", "H", "H", "H"],
  "positions_angstrom": [[0.84754, 0.52715, 1.27496], [1.27924, -0.25666, 0.04286], [-0.50220, -0.74706, 1.29064], [-1.53104, -0.11878, 0.71526], [-1.63215, -0.06862, -0.68413], [-0.73069, 0.11301, -1.52504], [0.68331, 0.33768, -1.19137], [0.66547, 1.47158, 1.06395], [2.36950, -0.14194, -0.01755], [-0.25717, -1.72004, 0.89954], [-0.54442, -0.66078, 2.37257], [-2.68455, -0.13703, -0.95574], [1.25900, -0.04490, -2.04265], [0.77815, 1.44641, -1.24331]],
  "forces_ev_per_a": [[0.01, 0.29, -0.06], [0.19, 0.12, -0.23], [-0.37, -0.12, 0.14], [0.22, -0.07, 0.05], [0.03, 0.01, -0.37], [-0.21, -0.07, 0.35], [0.11, -0.03, 0.01], [0.02, -0.22, 0.07], [-0.20, -0.06, -0.01], [0.03, 0.13, -0.01], [0.06, 0.03, -0.14], [0.16, 0.01, 0.04], [-0.09, 0.08, 0.12], [0.04, -0.12, 0.04]],
  "lowdin_charge": [-0.12, -0.22, -0.01, -0.03, -0.19, 0.08, -0.27, 0.11, 0.07, 0.10, 0.12, 0.13, 0.11, 0.12],
  "total_energy_ev": -9840.4121,
  "de_lowest_ev": 6.868,
  "homo_ev": -6.9487
}